{"formula": "AsB3F6H12Sn", "method": "ωB97M-V with the def2-TZVPD basis set", "e_lumo_ev": 3.7, "total_charge": -2, "energy_ha": -3130.94489, "relative_energy_kj_mol": 148.9, "species": ["Sn", "As", "F", "F", "F", "F", "F", "F", "B", "B", "B", "H", "H", "H", "H", "H", "H", "H", "H", "H", "H", "H", "H"], "xyz": [[-0.2225, 1.4886, 0.2709], [-0.0093, -0.9269, -3.5741], [1.3013, 0.2418, -3.5164], [-0.6752, -0.1945, -2.1031], [-0.9647, 0.1780, -4.5798], [1.0056, -1.9648, -2.5868], [0.6059, -1.5982, -5.0699], [-1.3518, -2.0595, -3.6814], [-2.7658, 0.3981, 1.4591], [0.3207, 0.5333, 3.4011], [2.4803, 0.0582, 0.0803], [1.4227, 0.8532, 3.3597], [0.1699, -0.2387, 2.5530], [2.2267, 0.6820, 1.0245], [-2.1626, 1.2149, 2.0094], [-2.8798, 0.6571, 0.3380], [1.9138, -0.9184, 0.2788], [-0.2950, 1.5004, 3.2803], [-3.7588, 0.2423, 2.0079], [0.0854, -0.1059, 4.3242], [2.0912, 0.6357, -0.8441], [3.6094, -0.1147, 0.0043], [-2.1473, -0.5618, 1.5640]]}